Record 1
ORCA calculation (ωB97M-V with the def2-TZVPD basis set) on C21H32N2O6S in the gas phase.

Results
- E: -48397.570 eV
- Orbital gap: 0.355 Ha
- ΔE to the lowest compared entry with this formula, charge and spin: 0.184 eV
- SMILES: CCOC(=O)C1CCN(C(=O)C[C@H](NS(=O)(=O)c2ccc(OC)cc2)C(C)C)CC1
- Largest force on an atom: 0.017 Eh/bohr
- E_HOMO: -9.07 eV
- LUMO level: 0.59 eV

Last column: natural (NBO) charge in e.
Cartesian coordinates (Å):
C -5.6199 -0.3830 0.8664  -0.64
C -5.0949 -1.4508 -0.0814  -0.08
O -3.8319 -1.9537 0.3646  -0.51
C -2.7212 -1.4321 -0.1508  0.83
O -2.6986 -0.5733 -0.9962  -0.63
C -1.4950 -2.0804 0.4601  -0.32
C -0.6269 -1.0102 1.1251  -0.40
C 0.6658 -1.6079 1.6847  -0.21
N 1.3880 -2.3180 0.6560  -0.44
C 2.6698 -2.1357 0.2612  0.69
O 3.1326 -2.7648 -0.6772  -0.65
C 3.5343 -1.1462 1.0191  -0.49
C 3.5578 0.2224 0.3058  -0.04
N 2.1821 0.6778 0.1335  -0.88
S 1.8794 2.1826 0.8132  2.32
O 2.1180 2.0382 2.2193  -0.95
O 2.5904 3.2255 0.1236  -0.94
C 0.1344 2.3290 0.4985  -0.38
C -0.3071 2.4054 -0.8074  -0.16
C -1.6621 2.4251 -1.0818  -0.31
C -2.5800 2.3793 -0.0331  0.42
O -3.9221 2.3747 -0.1878  -0.51
C -4.4483 2.2747 -1.4951  -0.26
C -2.1173 2.3437 1.2874  -0.29
C -0.7647 2.3114 1.5499  -0.16
C 4.3784 0.1616 -1.0004  -0.25
C 5.8650 0.2959 -0.6717  -0.60
C 3.9822 1.2584 -1.9919  -0.62
C 0.6020 -3.3488 0.0064  -0.23
C -0.6622 -2.7724 -0.6225  -0.40
H -6.6143 -0.0776 0.5533  0.21
H -4.9653 0.4847 0.8591  0.23
H -5.6741 -0.7773 1.8780  0.21
H -5.7601 -2.3174 -0.1021  0.19
H -4.9773 -1.0489 -1.0926  0.20
H -1.8310 -2.8136 1.1992  0.22
H -0.3770 -0.2528 0.3822  0.22
H -1.1742 -0.5254 1.9345  0.22
H 0.4230 -2.3098 2.4949  0.18
H 1.2641 -0.7916 2.0822  0.23
H 4.5461 -1.5522 1.0197  0.24
H 3.2115 -1.0168 2.0487  0.22
H 4.0227 0.9486 0.9831  0.22
H 1.8665 0.6184 -0.8213  0.40
H 0.4141 2.4581 -1.6084  0.23
H -1.9921 2.4658 -2.1061  0.23
H -4.0670 1.3810 -1.9954  0.20
H -5.5274 2.1987 -1.3718  0.20
H -4.2146 3.1632 -2.0885  0.18
H -2.8431 2.3318 2.0853  0.23
H -0.3806 2.2644 2.5561  0.25
H 4.2056 -0.8155 -1.4637  0.23
H 6.0705 1.2854 -0.2683  0.20
H 6.1796 -0.4466 0.0571  0.21
H 6.4616 0.1579 -1.5703  0.21
H 4.7436 1.3442 -2.7636  0.22
H 3.8888 2.2177 -1.4867  0.24
H 3.0407 1.0308 -2.4907  0.19
H 0.3274 -4.1060 0.7519  0.18
H 1.2351 -3.8104 -0.7533  0.26
H -0.3974 -2.0419 -1.3883  0.22
H -1.2335 -3.5748 -1.0918  0.22

=====

Record 2
ORCA calculation (ωB97M-V with the def2-TZVPD basis set) on C21H32N4O3 in the gas phase.

Results
- E: -34398.943 eV
- Orbital gap: 0.369 Ha
- ΔE to the lowest compared entry with this formula, charge and spin: 3.119 eV
- SMILES: CCCCC/C=C/CC(=O)N1CC[C@@H]2C[C@]2(C(=O)NCc2nc(C)no2)CC1
- Largest force on an atom: 0.002 Eh/bohr
- E_HOMO: -9.29 eV
- LUMO level: 0.76 eV

Last column: natural (NBO) charge in e.
Cartesian coordinates (Å):
C -7.2970 1.7205 -1.2607  -0.60
C -5.8708 2.1699 -0.9706  -0.39
C -5.0463 1.0982 -0.2691  -0.39
C -3.6148 1.5318 0.0123  -0.38
C -2.7786 0.4405 0.6772  -0.44
C -1.3273 0.8051 0.7599  -0.17
C -0.5237 0.5683 1.7877  -0.18
C 0.9294 0.9407 1.7882  -0.54
C 1.7981 -0.1362 2.4237  0.69
O 1.2920 -1.0840 3.0135  -0.65
N 3.1470 0.0079 2.3223  -0.45
C 4.0261 -0.9305 3.0200  -0.22
C 5.1231 -1.4743 2.1110  -0.42
C 4.5660 -2.0683 0.8452  -0.22
C 5.2511 -1.8544 -0.4730  -0.38
C 3.9487 -1.1664 -0.2016  -0.15
C 2.7600 -1.7390 -0.9380  0.70
O 2.7759 -2.0224 -2.1201  -0.61
N 1.6281 -1.8630 -0.1893  -0.63
C 0.3855 -2.2411 -0.8071  -0.29
C -0.2255 -1.1417 -1.6212  0.56
N -1.3878 -1.1506 -2.1859  -0.52
C -1.4283 0.0864 -2.7872  0.33
C -2.5887 0.5659 -3.5799  -0.65
N -0.3619 0.8045 -2.6010  -0.17
O 0.4554 -0.0193 -1.8201  -0.30
C 3.8693 0.3577 -0.0542  -0.42
C 3.7814 0.9179 1.3839  -0.22
H -7.8702 2.4995 -1.7644  0.21
H -7.3047 0.8344 -1.8990  0.20
H -7.8206 1.4650 -0.3372  0.20
H -5.3743 2.4496 -1.9057  0.19
H -5.8858 3.0735 -0.3536  0.20
H -5.5366 0.8191 0.6702  0.20
H -5.0337 0.1896 -0.8833  0.19
H -3.1326 1.8235 -0.9278  0.19
H -3.6161 2.4287 0.6402  0.20
H -3.1697 0.2052 1.6706  0.21
H -2.8733 -0.4717 0.0754  0.22
H -0.9145 1.2838 -0.1265  0.19
H -0.9018 0.0918 2.6856  0.22
H 1.2547 1.1523 0.7683  0.23
H 1.0929 1.8578 2.3675  0.24
H 4.4733 -0.4292 3.8846  0.20
H 3.3988 -1.7372 3.3923  0.24
H 5.8416 -0.6897 1.8619  0.20
H 5.6858 -2.2299 2.6638  0.23
H 4.0682 -3.0242 0.9757  0.22
H 6.1398 -1.2349 -0.4703  0.21
H 5.2471 -2.6488 -1.2059  0.24
H 1.6595 -1.7630 0.8125  0.43
H 0.5299 -3.0969 -1.4694  0.25
H -0.3292 -2.5216 -0.0350  0.25
H -2.4222 1.5879 -3.9116  0.24
H -2.7354 -0.0770 -4.4473  0.24
H -3.4946 0.5216 -2.9747  0.23
H 4.7207 0.8216 -0.5562  0.22
H 2.9876 0.6878 -0.6088  0.23
H 3.2532 1.8699 1.3707  0.22
H 4.7756 1.1376 1.7715  0.20

=====

Record 3
ORCA calculation (ωB97M-V with the def2-TZVPD basis set) on C21H32N4O4 in the gas phase in a non-equilibrium geometry.

Results
- E: -36443.507 eV
- Orbital gap: 0.289 Ha
- ΔE to the lowest compared entry with this formula, charge and spin: 5.647 eV
- SMILES: CCCCN(CCCC)CCCNC(=O)[C@H]1CC(c2cccc([N+](=O)[O-])c2)=NO1
- Largest force on an atom: 0.025 Eh/bohr
- E_HOMO: -8.59 eV
- LUMO level: -0.72 eV

Last column: natural (NBO) charge in e.
Cartesian coordinates (Å):
C -4.7696 -1.8198 -2.6237  -0.61
C -4.2385 -2.5983 -1.4257  -0.39
C -3.9259 -1.7088 -0.2230  -0.42
C -2.7569 -0.7483 -0.4862  -0.21
N -2.2695 -0.0206 0.6747  -0.49
C -1.4924 -0.8292 1.6064  -0.20
C 0.0114 -0.6068 1.4224  -0.41
C 0.8217 -1.4001 2.4440  -0.39
C 2.3208 -1.1874 2.2749  -0.60
C -3.2593 0.8326 1.3154  -0.22
C -2.6001 2.0643 1.9491  -0.41
C -2.1552 3.0742 0.8969  -0.22
N -1.2334 2.4649 -0.0352  -0.64
C -0.3693 3.1789 -0.7556  0.66
O -0.1793 4.3742 -0.6405  -0.64
C 0.4415 2.3697 -1.7828  -0.01
C 1.9118 2.2064 -1.3632  -0.47
C 2.0267 0.7010 -1.3955  0.18
C 3.2329 -0.0473 -1.1077  -0.10
C 3.2635 -1.4336 -1.3036  -0.14
C 4.4056 -2.1635 -1.0318  -0.21
C 5.5411 -1.5307 -0.5550  -0.17
C 5.5093 -0.1557 -0.3602  0.00
N 6.6873 0.5153 0.1386  0.53
O 7.6675 -0.1615 0.3602  -0.37
O 6.6220 1.7139 0.3057  -0.37
C 4.3739 0.5929 -0.6330  -0.12
N 0.9280 0.1279 -1.7054  -0.08
O -0.0557 1.0259 -1.9395  -0.36
H -4.0126 -1.1484 -3.0199  0.20
H -5.6405 -1.2323 -2.3403  0.20
H -5.0633 -2.5042 -3.4162  0.21
H -3.3360 -3.1404 -1.7173  0.19
H -4.9855 -3.3375 -1.1256  0.20
H -3.6800 -2.3474 0.6293  0.20
H -4.8176 -1.1362 0.0419  0.19
H -3.0559 -0.0077 -1.2328  0.20
H -1.9104 -1.3049 -0.8955  0.20
H -1.7659 -0.5702 2.6336  0.19
H -1.7070 -1.8967 1.4760  0.18
H 0.2325 0.4570 1.5314  0.19
H 0.2983 -0.9046 0.4122  0.21
H 0.5942 -2.4635 2.3394  0.19
H 0.5253 -1.0975 3.4513  0.19
H 2.5701 -0.1322 2.3650  0.20
H 2.6466 -1.5331 1.2965  0.20
H 2.8731 -1.7352 3.0347  0.21
H -3.8295 0.2901 2.0865  0.18
H -3.9665 1.1687 0.5536  0.20
H -3.3145 2.5501 2.6151  0.22
H -1.7409 1.7530 2.5434  0.20
H -3.0320 3.4475 0.3513  0.18
H -1.6601 3.9349 1.3564  0.22
H -1.3512 1.4588 -0.1615  0.45
H 0.3416 2.8774 -2.7489  0.22
H 2.6057 2.6828 -2.0554  0.24
H 2.0923 2.6049 -0.3626  0.24
H 2.3727 -1.9153 -1.6744  0.24
H 4.4136 -3.2308 -1.1894  0.23
H 6.4451 -2.0759 -0.3329  0.25
H 4.3988 1.6585 -0.4655  0.24